No. 1
Density functional theory data (ωB97M-V/def2-TZVPD) for the ion C3H5F2NO6S2 with charge -2.

Atoms and positions in Å:
C: -0.50 -1.60 -0.34
C: 0.72 -0.64 -0.20
C: 0.07 0.83 0.22
S: -1.37 0.74 1.32
O: -0.90 -0.28 2.28
O: -2.45 0.24 0.49
O: -1.58 2.06 1.94
S: -0.05 1.60 -1.42
O: -0.61 0.65 -2.37
O: -0.67 2.91 -1.23
O: 1.35 1.85 -1.73
N: 1.46 -1.22 0.89
F: 2.21 -2.19 0.25
F: 2.62 -0.47 1.48
H: -0.87 -1.73 0.65
H: -0.14 -2.58 -0.70
H: -1.15 -1.17 -1.16
H: 1.18 -0.47 -1.08
H: 0.69 1.50 0.71

Results
HOMO level: -2.0 eV
Molecular weight: 253.204 g mol⁻¹
Net charge: -2
Lowest unoccupied orbital energy: 6.2 eV
SMILES: C[C@@H](C(S(=O)(=O)[O-])S(=O)(=O)[O-])N(F)F
2S+1: 1

No. 2
Density functional theory data (ωB97M-V/def2-TZVPD) for a cluster of 2 separate species, C2H5NOS in total.

Atoms and positions in Å:
C: 0.22 -1.98 1.47
C: -0.56 -0.43 0.04
H: -0.21 -2.96 2.05
H: 0.69 -1.15 2.00
H: 1.21 -2.38 0.91
H: -1.55 0.13 -0.19
H: 0.92 3.09 -0.06
N: 0.62 0.26 -0.06
O: -0.75 -1.54 0.52
S: 0.16 1.77 -1.09

Results
HOMO level: -8.8 eV
Molecular weight: 91.135 g mol⁻¹
Lowest unoccupied orbital energy: 0.0 eV
Relative energy (zero: lowest compared OMol25 entry of this formula, charge and spin): 111.5 kcal/mol
2S+1: 1

No. 3
Density functional theory data (ωB97M-V/def2-TZVPD) for a cluster of 2 separate species, CHF3O2PS in total.

Atoms and positions in Å:
C: -1.83 0.04 -0.18
O: 2.03 -1.29 1.61
O: 1.63 0.99 0.53
F: -2.12 1.07 0.69
F: -2.72 -0.93 0.01
F: -1.98 0.51 -1.47
P: 1.61 -0.64 0.38
S: 2.24 -1.24 -1.40
H: 1.15 1.49 -0.16

Results
HOMO level (spin up / spin down): -4.4 / -3.1 eV
Molecular weight: 165.052 g mol⁻¹
Net charge: -1
Lowest unoccupied orbital energy (spin up / spin down): 2.9 / 2.5 eV
Relative energy (zero: lowest compared OMol25 entry of this formula, charge and spin): 53.2 kcal/mol
2S+1: 1

No. 4
Density functional theory data (ωB97M-V/def2-TZVPD) for a cluster of 2 separate species, C10H26NOP in total.

Atoms and positions in Å:
C: -1.54 0.54 4.45
C: -0.74 0.27 3.19
N: -0.54 -1.14 2.92
C: 0.44 -1.40 1.88
C: 0.13 -0.93 0.46
C: -1.75 -1.94 2.87
C: -2.83 -1.56 1.85
H: -1.08 0.05 5.31
H: -1.57 1.61 4.65
H: -2.57 0.20 4.37
H: 0.25 0.73 3.30
H: -1.23 0.80 2.35
H: 0.65 -2.47 1.87
H: 1.38 -0.93 2.20
H: -0.61 -1.56 -0.03
H: 1.04 -0.97 -0.15
H: -0.23 0.10 0.43
H: -2.20 -1.93 3.86
H: -1.45 -2.98 2.71
H: -3.01 -0.49 1.83
H: -3.77 -2.05 2.11
H: -2.57 -1.89 0.84
C: 3.42 0.11 -2.92
C: 3.37 1.64 -3.12
P: 1.76 2.42 -2.67
C: 0.58 1.53 -3.80
C: -0.71 1.20 -3.08
O: -1.40 0.17 -3.77
H: 3.05 -0.38 -3.82
H: 4.43 -0.22 -2.74
H: 2.80 -0.19 -2.09
H: 4.16 2.14 -2.56
H: 3.47 1.85 -4.17
H: 1.41 1.89 -1.40
H: 1.04 0.62 -4.17
H: 0.40 2.19 -4.63
H: -1.31 2.10 -3.03
H: -0.47 0.90 -2.06
H: -2.21 -0.02 -3.26

Results
HOMO level: -8.2 eV
Molecular weight: 207.298 g mol⁻¹
Lowest unoccupied orbital energy: 0.7 eV
SMILES: CCN(CC)CC.CCPCCO
2S+1: 1

No. 5
Density functional theory data (ωB97M-V/def2-TZVPD) for an isolated molecule of C3H3IN2O.

Atoms and positions in Å:
C: 0.77 -0.11 -1.29
C: 0.09 -0.27 0.03
N: -0.11 -1.42 0.77
N: -0.80 -1.33 1.77
O: -1.23 0.00 1.91
C: -0.66 0.67 0.88
I: -1.00 2.72 0.76
H: 0.69 0.92 -1.63
H: 1.92 -0.38 -1.34
H: 0.33 -0.80 -1.88

Results
HOMO level: -9.4 eV
Molecular weight: 209.974 g mol⁻¹
Lowest unoccupied orbital energy: 0.1 eV
Relative energy (zero: lowest compared OMol25 entry of this formula, charge and spin): 42.1 kcal/mol
SMILES: Cc1nnoc1I
2S+1: 1

No. 6
Density functional theory data (ωB97M-V/def2-TZVPD) for a structure of composition C24H36NO12P2Sn.

Atoms and positions in Å:
Sn: -1.79 0.11 -0.17
O: -3.36 1.43 3.35
C: -3.07 1.28 2.07
O: -2.31 0.42 1.66
C: -3.76 2.30 1.19
O: -3.70 1.83 -0.11
C: -3.62 2.81 -1.13
C: -2.12 3.21 -1.36
O: -1.86 4.36 -1.68
O: -1.36 2.21 -1.15
H: -2.90 0.78 3.89
H: -3.22 3.24 1.32
H: -4.79 2.44 1.53
H: -4.20 3.72 -0.94
H: -3.96 2.32 -2.05
C: -3.58 -4.24 0.76
C: -3.28 -3.66 -0.61
O: -3.53 -4.61 -1.63
P: -4.32 -2.20 -0.98
O: -4.35 -2.00 -2.54
O: -5.79 -2.63 -0.61
O: -3.92 -0.94 -0.27
P: -1.58 -2.94 -0.77
O: -0.64 -4.21 -1.09
O: -1.62 -2.06 -2.00
O: -1.15 -2.25 0.49
H: -4.63 -4.54 0.80
H: -3.39 -3.49 1.53
H: -2.96 -5.11 0.94
H: -2.79 -4.67 -2.24
H: -3.43 -1.88 -2.85
H: -6.48 -2.12 -1.06
H: -0.30 -4.60 -0.27
C: 0.54 -1.65 -4.53
C: 1.45 -1.19 -3.43
C: 2.82 -1.51 -3.43
C: 3.72 -1.07 -2.44
C: 5.17 -1.43 -2.50
C: 3.23 -0.32 -1.40
C: 1.82 -0.05 -1.29
C: 0.97 -0.46 -2.38
N: 1.19 0.48 -0.28
C: 1.76 1.07 0.89
C: 2.66 2.29 0.52
C: 3.18 2.93 1.80
C: 2.02 3.44 2.65
C: 1.12 2.26 3.03
C: 1.93 1.25 3.85
C: 3.10 0.75 3.00
C: 4.00 1.92 2.60
C: 2.57 0.05 1.75
C: 0.61 1.58 1.76
H: 1.10 -1.92 -5.43
H: -0.19 -0.88 -4.78
H: -0.01 -2.52 -4.19
H: 3.20 -2.12 -4.24
H: 5.39 -2.07 -3.36
H: 5.48 -1.95 -1.60
H: 5.79 -0.53 -2.59
H: 3.93 0.03 -0.66
H: -0.07 -0.18 -2.33
H: 2.04 2.99 -0.05
H: 3.49 1.99 -0.12
H: 3.82 3.77 1.51
H: 1.44 4.18 2.09
H: 2.40 3.93 3.55
H: 0.27 2.62 3.62
H: 1.30 0.42 4.16
H: 2.32 1.73 4.76
H: 3.68 0.02 3.57
H: 4.85 1.56 2.01
H: 4.40 2.39 3.50
H: 1.89 -0.77 2.01
H: 3.40 -0.38 1.19
H: 0.01 2.28 1.17
H: -0.03 0.73 2.02

Results
HOMO level (spin up / spin down): -10.2 / -11.1 eV
Molecular weight: 711.206 g mol⁻¹
Net charge: +1
Lowest unoccupied orbital energy (spin up / spin down): -6.1 / -4.9 eV
Relative energy (zero: lowest compared OMol25 entry of this formula, charge and spin): 48.2 kcal/mol
2S+1: 1

No. 7
Density functional theory data (ωB97M-V/def2-TZVPD) for a structure of composition C15H21IN2O7STc.

Atoms and positions in Å:
Tc: -1.31 0.91 -0.72
C: 1.95 3.68 2.17
N: 1.80 3.10 0.85
C: 2.34 3.90 -0.25
C: 0.85 2.18 0.60
O: 0.60 1.72 -0.57
C: 0.15 1.46 1.80
O: -0.76 0.45 1.30
C: -1.44 -0.47 2.19
C: -1.07 -1.87 1.64
O: -1.36 -2.12 0.46
N: -0.28 -2.66 2.35
C: -0.10 -2.80 3.78
C: 0.21 -3.83 1.67
H: 3.04 3.60 2.41
H: 1.62 4.73 2.20
H: 1.42 3.14 2.99
H: 3.21 4.36 0.16
H: 2.66 3.26 -1.05
H: 1.62 4.69 -0.64
H: 0.94 0.99 2.47
H: -0.47 2.17 2.31
H: -1.23 -0.32 3.26
H: -2.55 -0.34 2.09
H: -0.61 -1.98 4.24
H: -0.38 -3.74 4.19
H: 0.96 -2.70 4.10
H: -0.40 -4.71 1.95
H: 0.14 -3.71 0.61
H: 1.24 -4.02 2.00
O: -3.31 4.13 -1.10
S: -1.99 3.51 -0.86
O: -1.84 2.74 0.51
O: -0.83 4.42 -0.98
O: -1.83 2.35 -2.00
I: -3.91 0.22 -0.96
C: -0.80 -0.31 -1.87
C: -0.20 -1.24 -2.78
C: 0.70 -0.95 -3.83
C: 0.95 -1.90 -4.83
C: 0.35 -3.16 -4.83
C: -0.47 -3.46 -3.72
C: -0.69 -2.59 -2.64
H: 1.22 0.03 -3.94
H: 1.60 -1.71 -5.67
H: 0.45 -3.79 -5.68
H: -0.97 -4.42 -3.67
H: -1.23 -2.94 -1.75

Results
HOMO level (spin up / spin down): -12.0 / -12.0 eV
Molecular weight: 598.311 g mol⁻¹
Net charge: +1
Lowest unoccupied orbital energy (spin up / spin down): -6.2 / -6.2 eV
2S+1: 1

No. 8
Density functional theory data (ωB97M-V/def2-TZVPD) for a structure of composition C3H7NO.

Atoms and positions in Å:
O: 0.70 0.07 1.76
C: 0.93 -0.23 0.55
C: -0.26 -0.20 -0.35
C: 0.05 -0.24 -1.83
N: -1.32 0.62 0.16
H: 1.91 -0.25 0.15
H: 0.24 -1.20 0.04
H: -0.70 -0.55 -2.63
H: 0.35 0.84 -2.00
H: 0.76 -1.04 -2.03
H: -2.24 0.25 0.03
H: -0.99 1.05 1.02

Results
HOMO level: -8.8 eV
Molecular weight: 73.095 g mol⁻¹
Lowest unoccupied orbital energy: 0.8 eV
Relative energy (zero: lowest compared OMol25 entry of this formula, charge and spin): 83.7 kcal/mol
2S+1: 1